1.
Formula: C4H7N2
Source: the OMol25 dataset
Level of theory: wB97M-V/def2-TZVPD

Results
- Relative energy (zero: lowest compared OMol25 entry of this formula, charge and spin): 133.5 kcal per mole
- HOMO-LUMO gap: 0.4257 Ha
- Electronic energy: -265.6957 a.u.
- HOMO: -17.05 eV
- Net charge: +1

Each line ends with the natural charge from an NBO analysis.
Element x y z (Å)
C  3.185  0.340  -0.195  0.216
C  -0.520  -0.148  -0.059  0.290
C  -0.560  1.332  0.210  -0.654
C  -1.661  -1.255  -0.158  -0.616
N  2.224  -0.236  -0.081  -0.322
N  0.270  -1.051  -0.180  0.048
H  4.221  0.754  -0.200  0.285
H  -0.326  1.735  -0.790  0.292
H  -1.409  1.515  0.801  0.267
H  0.396  1.496  0.912  0.283
H  -1.320  -2.142  0.539  0.311
H  -2.540  -0.756  0.437  0.306
H  -1.959  -1.585  -1.236  0.295

2.
Formula: C20H68BNO19S
Source: the OMol25 dataset
Level of theory: wB97M-V/def2-TZVPD

Results
- HOMO-LUMO gap: 0.3535 Ha
- Electronic energy: -2709.9649 a.u.
- HOMO: -9.34 eV

Each line ends with the Mulliken charge.
Element x y z (Å)
C  0.510  1.879  1.559  -0.791
C  -0.407  1.312  0.465  0.203
O  -1.767  1.659  0.685  -0.561
C  -0.260  -0.188  0.218  0.239
O  -1.290  -0.975  0.772  -0.420
C  -1.261  -1.184  2.156  0.487
C  -2.534  -1.946  2.425  -0.904
C  -2.467  -3.269  1.619  -0.949
S  -0.838  -4.018  1.355  1.481
O  -0.632  -5.077  2.285  -0.756
O  -0.774  -4.403  -0.007  -0.748
O  0.304  -2.906  1.535  -0.106
C  -0.091  -2.080  2.657  -0.926
B  1.080  -1.344  3.397  0.489
N  0.828  -0.652  4.637  -0.527
O  2.361  -1.363  2.878  -0.466
H  1.283  1.153  1.788  -0.025
H  -0.085  2.105  2.430  0.360
H  1.017  2.764  1.211  0.171
H  -0.100  1.787  -0.462  0.636
H  -1.896  2.517  0.257  0.226
H  0.743  -0.495  0.509  0.057
H  -0.341  -0.343  -0.851  -0.224
H  -1.323  -0.247  2.702  0.423
H  -3.402  -1.410  2.075  0.521
H  -2.603  -2.148  3.481  0.044
H  -3.042  -4.037  2.108  0.515
H  -2.875  -3.115  0.636  0.387
H  -0.518  -2.750  3.404  0.540
H  1.707  -0.354  5.045  0.210
H  0.426  -1.308  5.303  0.240
H  2.925  -1.570  3.638  0.215
C  4.845  -0.363  1.054  0.146
O  5.229  0.967  0.708  -0.556
H  3.859  -0.332  1.505  -0.164
H  4.811  -0.987  0.161  0.077
H  5.556  -0.788  1.768  0.233
H  6.102  0.914  0.307  0.284
C  -3.959  4.148  -1.517  -0.445
O  -3.362  4.132  -0.220  -0.516
H  -4.029  3.120  -1.864  0.263
H  -4.960  4.580  -1.470  0.287
H  -3.345  4.723  -2.208  0.155
H  -3.302  5.042  0.083  0.245
C  7.076  -3.373  0.053  -0.357
O  7.529  -2.071  -0.315  -0.450
H  6.092  -3.269  0.498  -0.080
H  6.999  -4.016  -0.826  0.307
H  7.750  -3.832  0.781  0.318
H  8.401  -2.154  -0.714  0.220
C  -2.826  -3.220  6.320  -0.607
O  -1.485  -3.339  5.839  -0.427
H  -3.345  -2.486  5.713  0.172
H  -3.341  -4.181  6.239  0.324
H  -2.830  -2.889  7.361  0.288
H  -1.047  -3.996  6.388  0.253
C  1.453  6.316  0.945  -0.565
O  1.495  4.896  1.047  -0.447
H  0.464  6.591  0.589  0.192
H  1.621  6.783  1.919  0.255
H  2.198  6.680  0.234  0.252
H  2.370  4.649  1.362  0.258
C  10.748  0.144  -0.684  -0.522
O  10.719  -1.280  -0.622  -0.477
H  9.808  0.476  -1.115  0.212
H  10.854  0.575  0.314  0.266
H  11.571  0.489  -1.316  0.268
H  11.550  -1.573  -0.239  0.277
C  -1.814  -0.364  -3.838  -0.554
O  -0.527  -0.261  -3.238  -0.534
H  -2.163  0.646  -4.042  0.084
H  -1.758  -0.921  -4.777  0.383
H  -2.516  -0.856  -3.162  0.290
H  -0.224  -1.158  -3.057  0.251
C  -5.040  0.642  -5.529  -0.611
O  -4.499  1.932  -5.823  -0.496
H  -6.122  0.726  -5.538  0.299
H  -4.731  -0.080  -6.288  0.284
H  -4.717  0.305  -4.541  0.262
H  -3.540  1.860  -5.817  0.290
C  3.433  -4.781  0.797  -0.460
O  4.652  -5.482  0.533  -0.525
H  3.495  -3.811  0.312  0.104
H  2.574  -5.322  0.395  0.351
H  3.293  -4.631  1.871  0.268
H  4.594  -6.339  0.963  0.275
C  -5.251  -0.889  7.923  -0.565
O  -5.564  -1.627  6.744  -0.483
H  -4.291  -0.406  7.765  0.217
H  -6.006  -0.123  8.116  0.295
H  -5.178  -1.551  8.790  0.278
H  -6.414  -2.053  6.885  0.278
C  -6.717  1.814  -9.306  -0.520
O  -7.226  1.531  -8.008  -0.484
H  -7.304  1.246  -10.023  0.230
H  -6.807  2.879  -9.538  0.253
H  -5.669  1.514  -9.388  0.234
H  -6.702  2.036  -7.378  0.275
C  3.128  -1.669  -3.139  -0.440
O  2.694  -1.123  -4.378  -0.544
H  4.039  -2.234  -3.323  0.271
H  3.342  -0.873  -2.424  0.219
H  2.373  -2.341  -2.718  0.203
H  1.892  -0.619  -4.203  0.314
C  -4.244  7.069  -3.912  -0.477
O  -3.642  7.086  -2.619  -0.468
H  -4.300  6.033  -4.237  0.157
H  -5.254  7.485  -3.878  0.263
H  -3.643  7.633  -4.629  0.280
H  -3.592  8.003  -2.332  0.269